[1]
Density functional theory data (the ωB97M-V functional and the def2-TZVPD basis) for C11H41N20O13Pb as an isolated structure in a non-equilibrium geometry.

Output
HOMO level   -10.2 eV
Net charge   +1
E   -2710.12045 hartree
M   868.8 g/mol

Each line ends with the Löwdin charge.
Cartesian coordinates (Å):
Pb -3.47 2.09 -0.81  1.702
O 0.01 0.32 -0.79  0.028
C -0.71 0.15 0.35  -0.711
O -1.93 0.47 0.29  -0.156
O -0.07 -0.17 1.37  -0.018
H 0.92 0.19 -0.44  0.106
C 2.61 2.94 0.23  -0.599
O 2.50 1.74 -0.05  -0.036
N 1.96 3.46 1.32  0.175
N 3.52 3.76 -0.34  0.191
H 1.43 2.81 1.87  0.055
H 2.19 4.37 1.68  0.102
H 3.60 4.69 0.02  0.104
H 3.99 3.39 -1.16  0.081
C -1.90 -3.63 2.23  -0.708
O -1.82 -4.03 1.09  0.042
N -2.04 -4.43 3.33  0.161
N -1.82 -2.28 2.52  0.148
H -2.31 -4.06 4.22  0.093
H -2.02 -5.41 3.12  0.111
H -1.44 -1.69 1.80  0.052
H -2.01 -1.85 3.41  0.089
C -5.23 -0.78 -0.34  -0.612
O -4.38 -0.11 -0.99  -0.184
N -4.84 -1.95 0.21  0.210
N -6.46 -0.35 -0.02  0.196
H -5.27 -2.39 1.01  0.122
H -3.86 -2.15 0.11  0.110
H -6.76 0.55 -0.35  0.115
H -7.14 -0.98 0.38  0.120
C 3.59 1.55 -3.32  -0.649
O 3.79 2.74 -3.06  0.010
N 4.27 0.94 -4.34  0.171
N 2.78 0.71 -2.62  0.111
H 4.95 1.46 -4.86  0.106
H 4.04 0.03 -4.70  0.099
H 2.31 1.11 -1.81  0.046
H 2.41 -0.09 -3.11  0.065
C -4.30 1.81 2.59  -0.606
O -4.53 2.02 1.37  -0.210
N -3.23 1.05 2.95  0.195
N -5.24 2.07 3.54  0.191
H -2.65 0.75 2.17  0.069
H -2.90 1.22 3.88  0.112
H -5.87 2.82 3.30  0.122
H -4.88 1.98 4.48  0.115
C 4.65 -1.63 0.41  -0.703
O 5.19 -2.52 1.04  0.024
N 4.49 -1.73 -0.94  0.155
N 4.18 -0.49 0.98  0.166
H 4.20 -0.94 -1.49  0.057
H 5.01 -2.42 -1.46  0.106
H 3.50 0.06 0.48  0.045
H 4.51 -0.26 1.89  0.101
C -0.56 2.39 -3.09  -0.582
O -1.58 2.22 -2.37  -0.219
N 0.59 1.74 -2.86  0.180
N -0.56 3.28 -4.12  0.180
H 1.20 1.59 -3.65  0.116
H 0.53 0.94 -2.24  0.039
H -1.39 3.85 -4.08  0.108
H 0.27 3.82 -4.30  0.119
C 0.71 1.97 4.29  -0.681
O 0.81 2.68 5.27  0.041
N 1.49 0.87 4.06  0.170
N -0.17 2.21 3.25  0.131
H 1.17 0.10 3.50  0.081
H 2.23 0.70 4.72  0.111
H -0.82 2.96 3.20  0.103
H -0.25 1.49 2.55  0.044
C 1.87 -3.50 0.83  -0.653
O 2.61 -4.33 0.32  0.037
N 1.21 -3.63 2.01  0.174
N 1.40 -2.45 0.04  0.161
H 1.34 -4.45 2.57  0.109
H 0.48 -2.98 2.20  0.046
H 1.73 -2.42 -0.90  0.090
H 0.89 -1.73 0.53  0.036
C 0.17 -1.71 -4.28  -0.648
O 1.37 -1.41 -4.32  0.002
N -0.44 -2.29 -5.35  0.163
N -0.64 -1.35 -3.26  0.185
H -1.37 -2.65 -5.20  0.097
H 0.11 -2.58 -6.14  0.110
H -1.63 -1.51 -3.30  0.105
H -0.30 -0.75 -2.53  0.059

[2]
Density functional theory data (the ωB97M-V functional and the def2-TZVPD basis) for a 11-piece molecular cluster, C11H44BF4N8O10 overall in a non-equilibrium geometry.

Output
HOMO level   -7.2 eV
Net charge   -1
E   -2060.49927 hartree
M   535.3 g/mol

Each line ends with the Löwdin charge.
Cartesian coordinates (Å):
B -1.06 -0.83 1.36  -1.401
F 0.21 -1.00 1.84  0.126
F -1.30 0.47 0.90  0.074
F -1.35 -1.64 0.25  0.072
F -1.93 -0.97 2.38  0.135
C -7.06 -3.09 -1.50  -0.819
O -7.20 -1.89 -1.68  0.045
N -7.99 -4.00 -1.62  0.142
N -5.93 -3.62 -1.25  0.173
H -7.82 -4.95 -1.32  0.101
H -8.58 -3.86 -2.42  0.117
H -5.08 -3.12 -1.05  0.136
H -6.02 -4.61 -1.05  0.106
C 5.70 2.11 -0.44  -0.815
O 4.88 2.88 -0.84  0.066
N 7.01 2.05 -0.67  0.139
N 5.41 1.14 0.34  0.156
H 7.27 2.71 -1.39  0.109
H 7.61 1.34 -0.26  0.101
H 4.43 1.03 0.59  0.134
H 6.07 0.39 0.48  0.109
C -0.82 -8.32 -2.65  -0.839
O -1.51 -9.15 -2.19  0.080
N -0.76 -7.09 -2.25  0.162
N 0.01 -8.55 -3.64  0.148
H -0.04 -6.38 -2.37  0.114
H -1.41 -6.77 -1.55  0.119
H 0.73 -7.91 -3.96  0.105
H -0.06 -9.43 -4.11  0.111
C -1.31 6.29 7.89  -0.061
C -1.50 4.72 8.00  -0.388
C -1.80 3.96 6.63  -0.177
O -0.99 4.19 5.47  -0.199
C 0.44 3.95 5.63  -0.080
N -0.37 4.23 8.73  0.006
H -0.92 6.86 8.74  0.065
H -2.29 6.71 7.63  0.068
H -0.72 6.62 7.04  0.065
H -2.33 4.64 8.70  0.115
H -2.83 4.15 6.31  0.113
H -1.94 2.89 6.78  0.112
H 0.87 3.93 4.63  0.084
H 0.57 3.00 6.14  0.083
H 0.88 4.77 6.19  0.067
H -0.49 3.50 9.42  0.071
H 0.04 4.98 9.28  0.056
C 4.82 1.61 -7.02  -0.059
C 4.75 0.06 -7.21  -0.410
C 3.22 -0.27 -7.56  -0.169
O 2.48 0.26 -6.46  -0.198
C 2.36 -0.68 -5.39  -0.101
N 5.66 -0.29 -8.26  -0.008
H 4.44 1.79 -6.02  0.070
H 4.13 2.05 -7.75  0.073
H 5.83 2.02 -7.11  0.066
H 5.14 -0.52 -6.37  0.130
H 3.06 -1.34 -7.65  0.109
H 3.03 0.30 -8.47  0.118
H 2.71 -1.66 -5.73  0.073
H 1.29 -0.91 -5.37  0.084
H 2.62 -0.55 -4.34  0.093
H 5.49 -0.12 -9.24  0.066
H 6.61 0.04 -8.11  0.063
O -5.41 2.07 1.54  -0.053
H -5.98 1.56 2.11  0.020
H -4.53 1.72 1.71  0.031
O -1.82 -5.58 2.97  -0.055
H -1.91 -5.77 3.90  0.021
H -2.41 -4.84 2.81  0.033
O -2.40 5.39 -0.01  -0.050
H -1.72 4.95 0.50  0.031
H -1.99 6.20 -0.32  0.019
O 1.23 -2.58 6.03  -0.056
H 0.71 -3.36 6.22  0.021
H 1.05 -2.39 5.11  0.033
O -3.89 1.84 -2.44  -0.053
H -3.06 1.45 -2.15  0.030
H -4.25 1.21 -3.07  0.021

[3]
Density functional theory data (the ωB97M-V functional and the def2-TZVPD basis) for a 11-piece molecular cluster, C11H44N12O11 overall in a non-equilibrium geometry.

Output
HOMO level   -9.3 eV
Structure (SMILES)   NC(N)=O.NC(N)=O.NC(N)=O.NC(N)=O.NC(N)=O.NC(N)=O.CO.CO.CO.CO.CO
E   -1930.39631 hartree
M   520.5 g/mol

Each line ends with the Löwdin charge.
Cartesian coordinates (Å):
C 0.41 -0.32 0.86  -0.114
O 1.28 -1.39 0.53  -0.160
H -0.04 0.12 -0.03  0.067
H -0.43 -0.79 1.39  0.073
H 0.85 0.37 1.58  0.083
H 0.86 -1.85 -0.21  0.028
C 4.24 -0.75 2.02  -0.166
O 3.66 -2.00 1.71  -0.144
H 3.98 -0.45 3.05  0.076
H 5.32 -0.85 2.09  0.074
H 3.99 0.06 1.33  0.045
H 2.76 -1.85 1.34  0.020
C 0.47 -4.46 2.22  -0.159
O -0.60 -5.31 2.66  -0.128
H 0.40 -4.41 1.13  0.068
H 0.55 -3.51 2.73  0.078
H 1.44 -4.97 2.27  0.079
H -0.37 -6.20 2.41  0.069
C 0.18 3.68 4.15  -0.090
O 0.35 2.55 3.23  -0.152
H -0.89 3.82 4.26  0.082
H 0.68 3.33 5.05  0.080
H 0.69 4.57 3.81  0.078
H -0.53 2.17 3.13  0.068
C 0.30 4.04 -0.23  -0.178
O 0.53 2.79 0.35  -0.148
H -0.40 4.74 0.24  0.081
H 1.21 4.65 -0.29  0.086
H -0.06 3.90 -1.25  0.053
H 0.65 2.85 1.31  0.053
C -4.63 -1.35 3.42  -0.687
O -5.43 -2.10 3.98  -0.002
N -4.84 -0.01 3.37  0.147
N -3.45 -1.74 2.87  0.161
H -4.34 0.57 2.72  0.071
H -5.63 0.37 3.86  0.099
H -2.97 -1.01 2.37  0.042
H -3.21 -2.71 2.88  0.101
C -2.54 0.87 0.10  -0.660
O -2.37 0.63 1.31  -0.036
N -2.57 2.16 -0.32  0.177
N -2.96 -0.06 -0.78  0.200
H -2.29 2.85 0.35  0.098
H -2.94 2.42 -1.22  0.102
H -2.96 0.08 -1.77  0.096
H -2.94 -0.98 -0.36  0.096
C 0.12 2.72 -4.32  -0.691
O -0.26 2.89 -5.47  0.033
N 1.20 3.35 -3.77  0.159
N -0.60 2.04 -3.37  0.148
H 1.49 3.19 -2.83  0.073
H 1.71 3.95 -4.39  0.108
H -1.24 1.39 -3.80  0.100
H -0.24 1.88 -2.45  0.069
C 4.11 1.87 -0.41  -0.698
O 4.03 2.89 0.26  0.024
N 5.28 1.36 -0.85  0.156
N 3.01 1.11 -0.75  0.167
H 5.41 0.57 -1.44  0.091
H 6.13 1.88 -0.70  0.108
H 3.14 0.28 -1.31  0.055
H 2.12 1.55 -0.54  0.066
C -2.89 -2.82 -2.54  -0.695
O -2.42 -2.18 -3.48  -0.004
N -2.12 -3.22 -1.50  0.164
N -4.20 -3.16 -2.40  0.155
H -2.50 -3.77 -0.75  0.103
H -1.13 -3.05 -1.59  0.054
H -4.86 -2.82 -3.08  0.105
H -4.54 -3.92 -1.85  0.099
C 1.42 -1.94 -2.54  -0.605
O 0.66 -2.58 -1.82  -0.005
N 0.96 -1.19 -3.59  0.190
N 2.76 -1.76 -2.29  0.167
H -0.05 -1.12 -3.56  0.092
H 1.58 -0.56 -4.06  0.098
H 3.23 -1.15 -2.93  0.090
H 3.24 -2.20 -1.52  0.118

[4]
Density functional theory data (the ωB97M-V functional and the def2-TZVPD basis) for a 11-piece molecular cluster, C11H44N12O11 overall in a non-equilibrium geometry.

Output
HOMO level   -8.1 eV
Structure (SMILES)   NC(N)=O.NC(N)=O.NC(N)=O.NC(N)=O.NC(N)=O.NC(N)=O.CO.CO.CO.CO.CO
E   -1930.13950 hartree
M   520.5 g/mol

Each line ends with the Löwdin charge.
Cartesian coordinates (Å):
C 1.43 -0.18 4.03  -0.628
O 1.80 -1.49 3.82  -0.106
N 1.82 0.83 3.33  0.182
N 0.47 0.14 4.83  0.138
H 2.67 0.79 2.75  0.099
H 1.39 1.72 3.49  0.111
H 0.31 -0.65 5.43  0.134
H -0.02 1.05 5.05  0.177
C 2.24 2.05 -2.41  -0.643
O 1.61 2.12 -3.63  -0.131
N 2.81 3.11 -1.89  0.122
N 2.36 0.98 -1.67  0.176
H 3.10 3.88 -2.46  0.123
H 3.32 3.00 -0.97  0.068
H 1.77 0.15 -1.86  0.100
H 2.67 0.98 -0.62  0.062
C 4.08 1.84 0.81  -0.588
O 5.36 1.39 0.62  -0.081
N 3.09 0.93 0.91  0.084
N 3.69 3.06 0.65  0.140
H 3.39 -0.08 0.97  0.182
H 2.10 1.09 1.05  0.073
H 4.49 3.74 0.53  0.178
H 2.78 3.43 0.91  0.067
C 0.02 3.59 0.43  -0.646
O 1.05 3.55 1.29  -0.109
N 0.19 3.94 -0.80  0.224
N -1.19 3.29 0.76  0.196
H 1.08 3.83 -1.27  0.087
H -0.55 3.71 -1.38  0.078
H -1.99 3.34 0.09  0.160
H -1.41 3.19 1.72  0.095
C -1.09 -3.01 1.32  -0.599
O -2.46 -3.02 1.17  -0.105
N -0.19 -3.43 0.49  0.132
N -0.46 -2.56 2.38  0.162
H -0.60 -3.84 -0.34  0.132
H 0.80 -3.71 0.81  0.190
H -1.04 -1.85 2.92  0.098
H 0.53 -2.69 2.55  0.090
C -4.95 -0.82 -0.21  -0.715
O -5.57 -0.18 -1.22  -0.128
N -3.68 -1.02 -0.30  0.150
N -5.55 -1.10 0.89  0.158
H -3.14 -0.42 -1.00  0.093
H -3.21 -1.59 0.39  0.038
H -6.51 -0.70 0.89  0.132
H -5.23 -1.50 1.76  0.116
C -0.27 -1.75 -4.33  -0.128
O -1.34 -1.29 -5.18  -0.100
H -0.39 -2.80 -4.23  0.059
H -0.24 -1.40 -3.28  0.066
H 0.62 -1.48 -4.84  0.082
H -0.97 -1.15 -6.04  0.071
C -2.19 0.79 2.83  -0.131
O -1.93 -0.47 3.39  -0.132
H -2.46 1.51 3.60  0.091
H -3.03 0.55 2.12  0.107
H -1.31 1.06 2.33  0.030
H -1.18 -0.30 3.92  -0.008
C 1.76 -4.03 -2.22  -0.156
O 2.29 -5.05 -1.40  -0.114
H 1.83 -3.13 -1.63  0.061
H 0.74 -4.21 -2.37  0.053
H 2.32 -3.85 -3.11  0.079
H 1.90 -5.89 -1.68  0.082
C 0.07 -0.10 0.18  -0.152
O 0.62 -1.09 -0.68  -0.138
H 0.30 0.89 -0.01  0.032
H 0.32 -0.34 1.21  0.058
H -1.03 -0.27 0.18  0.095
H 0.22 -1.91 -0.39  0.013
C -1.61 1.13 -2.43  -0.140
O -2.36 -0.04 -2.46  -0.118
H -1.69 1.70 -1.47  0.065
H -1.87 1.85 -3.26  0.111
H -0.62 0.84 -2.61  0.037
H -2.14 -0.64 -3.16  0.056

[5]
Density functional theory data (the ωB97M-V functional and the def2-TZVPD basis) for a 11-piece molecular cluster, C11H44N22O11 overall in a non-equilibrium geometry.

Output
HOMO level   -9.1 eV
Structure (SMILES)   NC(N)=O.NC(N)=O.NC(N)=O.NC(N)=O.NC(N)=O.NC(N)=O.NC(N)=O.NC(N)=O.NC(N)=O.NC(N)=O.NC(N)=O
E   -2478.30585 hartree
M   660.6 g/mol

Each line ends with the Löwdin charge.
Cartesian coordinates (Å):
C 13.43 -23.87 3.55  -0.685
O 12.67 -24.34 4.37  0.016
N 14.79 -24.13 3.51  0.126
N 13.09 -23.04 2.50  0.186
H 15.21 -24.54 4.32  0.095
H 15.41 -23.97 2.73  0.094
H 12.12 -22.82 2.35  0.051
H 13.84 -22.50 2.11  0.102
C 4.27 -20.25 2.63  -0.679
O 3.16 -19.75 2.72  0.029
N 5.19 -19.84 1.69  0.137
N 4.73 -21.22 3.47  0.167
H 6.01 -20.37 1.46  0.049
H 4.78 -19.33 0.92  0.104
H 4.01 -21.66 4.02  0.090
H 5.67 -21.43 3.76  0.054
C 11.42 -18.77 3.25  -0.688
O 11.93 -17.68 3.48  0.010
N 10.78 -19.04 2.07  0.165
N 11.46 -19.82 4.12  0.157
H 10.51 -18.22 1.56  0.104
H 10.41 -19.96 1.90  0.046
H 11.76 -19.81 5.07  0.098
H 11.02 -20.67 3.82  0.070
C 13.64 -27.54 1.46  -0.671
O 13.54 -28.43 0.63  0.014
N 14.84 -27.08 1.96  0.153
N 12.60 -26.81 1.97  0.177
H 15.67 -27.56 1.67  0.103
H 14.72 -26.62 2.84  0.068
H 11.69 -27.17 1.76  0.100
H 12.80 -26.13 2.68  0.065
C 5.47 -22.73 7.15  -0.670
O 4.78 -23.09 6.22  0.039
N 6.80 -22.43 7.06  0.158
N 4.95 -22.57 8.41  0.143
H 7.32 -22.00 7.80  0.092
H 7.20 -22.69 6.17  0.078
H 5.56 -22.50 9.21  0.086
H 4.01 -22.89 8.58  0.101
C 11.57 -25.40 -1.15  -0.671
O 12.13 -24.62 -0.39  -0.003
N 11.98 -26.69 -1.32  0.174
N 10.56 -25.01 -1.99  0.162
H 11.65 -27.20 -2.12  0.097
H 12.67 -27.03 -0.67  0.057
H 10.20 -24.08 -1.90  0.087
H 10.28 -25.63 -2.73  0.093
C 7.63 -20.88 -0.38  -0.671
O 6.68 -20.19 -0.71  0.008
N 8.28 -20.68 0.79  0.167
N 8.05 -21.95 -1.14  0.161
H 8.96 -21.31 1.22  0.047
H 8.12 -19.76 1.16  0.088
H 8.46 -22.73 -0.66  0.083
H 7.60 -22.07 -2.02  0.101
C 7.36 -26.04 5.74  -0.648
O 7.22 -25.34 4.73  -0.019
N 6.56 -27.11 5.96  0.172
N 8.20 -25.69 6.74  0.175
H 5.87 -27.40 5.29  0.110
H 6.72 -27.69 6.77  0.101
H 8.54 -26.32 7.44  0.104
H 8.61 -24.78 6.65  0.100
C 9.72 -23.40 2.45  -0.631
O 10.26 -22.34 2.06  -0.062
N 10.11 -24.62 2.01  0.207
N 8.77 -23.46 3.39  0.195
H 9.51 -25.38 2.28  0.059
H 10.76 -24.75 1.25  0.064
H 8.34 -22.56 3.59  0.041
H 8.49 -24.34 3.81  0.054
C 7.48 -26.23 1.10  -0.699
O 8.03 -26.29 0.01  0.007
N 6.40 -25.44 1.37  0.180
N 7.97 -26.97 2.15  0.143
H 6.09 -25.36 2.32  0.085
H 6.23 -24.71 0.70  0.105
H 7.46 -27.05 3.01  0.072
H 8.77 -27.52 1.89  0.104
C 7.87 -19.92 4.42  -0.632
O 7.65 -21.09 4.10  -0.036
N 8.58 -19.64 5.55  0.169
N 7.36 -18.85 3.77  0.192
H 8.91 -18.70 5.68  0.104
H 8.77 -20.40 6.17  0.091
H 6.59 -19.00 3.13  0.071
H 7.53 -17.91 4.08  0.109

[6]
Density functional theory data (the ωB97M-V functional and the def2-TZVPD basis) for a 11-piece molecular cluster, C11H44N8O11 overall in a non-equilibrium geometry.

Output
HOMO level   -8.8 eV
Structure (SMILES)   NC(N)=O.NC(N)=O.NC(N)=O.NC(N)=O.CO.CO.CO.CO.CO.CO.CO
E   -1711.25944 hartree
M   464.5 g/mol

Each line ends with the Löwdin charge.
Cartesian coordinates (Å):
C -11.10 2.30 14.31  -0.164
O -10.38 3.30 13.60  -0.141
H -10.79 1.31 13.99  0.068
H -10.96 2.42 15.39  0.060
H -12.16 2.49 14.12  0.075
H -9.49 3.27 13.97  0.011
C -2.86 5.63 14.24  -0.127
O -4.24 5.33 14.47  -0.148
H -2.26 4.75 14.46  0.082
H -2.70 6.01 13.23  0.086
H -2.49 6.40 14.93  0.084
H -4.77 6.03 14.07  0.092
C -3.14 4.50 17.80  -0.157
O -4.32 4.06 17.13  -0.146
H -2.28 4.40 17.12  0.074
H -3.17 5.57 18.04  0.083
H -3.01 3.91 18.70  0.076
H -4.29 4.35 16.21  0.025
C -4.28 -2.68 13.27  -0.168
O -4.90 -2.63 14.54  -0.132
H -4.45 -3.66 12.82  0.078
H -4.71 -1.95 12.56  0.066
H -3.21 -2.49 13.33  0.071
H -4.67 -1.75 14.88  0.019
C -8.72 -3.26 15.34  -0.143
O -8.80 -1.92 14.92  -0.162
H -8.08 -3.35 16.23  0.071
H -9.70 -3.69 15.56  0.083
H -8.21 -3.88 14.61  0.080
H -9.64 -1.52 15.22  0.042
C -10.46 -0.49 17.42  -0.117
O -11.02 -0.94 16.18  -0.131
H -11.17 0.07 18.03  0.088
H -10.16 -1.38 17.98  0.080
H -9.60 0.14 17.20  0.070
H -11.95 -1.15 16.27  0.100
C -7.22 -0.86 18.68  -0.171
O -7.70 -0.14 19.79  -0.112
H -6.16 -1.12 18.80  0.078
H -7.76 -1.77 18.45  0.069
H -7.28 -0.22 17.79  0.054
H -7.22 0.69 19.85  0.076
C -3.14 0.14 16.33  -0.613
O -4.03 0.04 15.48  -0.019
N -3.06 1.23 17.14  0.189
N -2.25 -0.85 16.60  0.182
H -2.36 1.27 17.85  0.102
H -3.56 2.09 16.97  0.068
H -2.29 -1.67 16.02  0.110
H -1.60 -0.79 17.36  0.104
C -8.94 -0.91 11.33  -0.676
O -10.13 -0.74 11.53  0.023
N -8.43 -1.06 10.06  0.134
N -8.01 -1.00 12.32  0.163
H -7.44 -1.07 9.90  0.079
H -9.03 -1.07 9.26  0.093
H -7.07 -1.26 12.09  0.074
H -8.35 -1.13 13.27  0.059
C -8.63 5.97 16.02  -0.675
O -8.97 7.15 16.07  0.012
N -9.31 4.95 16.62  0.163
N -7.53 5.56 15.31  0.154
H -10.12 5.13 17.17  0.101
H -8.94 4.02 16.58  0.076
H -6.98 6.35 15.01  0.085
H -7.31 4.58 15.18  0.047
C -6.77 2.15 14.85  -0.605
O -7.82 2.77 14.64  -0.016
N -5.55 2.67 14.47  0.177
N -6.70 0.87 15.24  0.200
H -4.69 2.18 14.62  0.078
H -5.48 3.60 14.11  0.070
H -5.76 0.52 15.36  0.050
H -7.55 0.38 15.47  0.087